# 1
A molecular structure, C22H26CrN10O7PSe2Te2 in a non-equilibrium geometry, computed with the ωB97M-V functional and the def2-TZVPD basis.

The value obtained for the HOMO energy (alpha / beta) is -7.52 / -7.51 eV. Its energy is -235463.5389 eV. As for the orbital gap (alpha / beta): 5.8 / 6.5 eV. Its total charge is 0. The multiplicity is 2.

Geometry as XYZ:
```
71
C22H26CrN10O7PSe2Te2 | the Open Molecules 2025 dataset | the ωB97M-V functional and the def2-TZVPD basis
Cr 2.794 0.781 -0.564
O 4.345 -4.563 1.222
C 5.347 -3.704 1.341
O 6.392 -4.001 1.853
C 5.145 -2.327 0.795
C 6.169 -1.425 0.607
N 5.624 -0.295 0.146
N 4.322 -0.393 0.031
C 3.995 -1.618 0.420
C 2.549 -1.973 0.411
O 2.124 -3.099 0.456
O 1.771 -0.900 0.346
H 3.530 -4.163 0.858
H 7.229 -1.541 0.781
H 6.081 0.568 -0.112
Se 2.928 1.932 1.491
Te 5.043 3.316 1.242
Te 4.196 4.569 -1.003
Se 3.731 2.364 -2.161
N 2.717 -0.404 -2.199
C 3.248 -1.331 -2.709
N 3.686 -2.353 -3.291
C 4.890 -2.808 -3.595
N 5.914 -3.273 -3.881
C -5.146 -2.833 -0.433
C -5.049 -1.475 0.221
C -4.248 -0.467 -0.301
C -4.153 0.784 0.297
C -4.884 1.050 1.447
N -4.871 2.318 2.084
C -3.975 3.358 1.943
O -4.336 4.519 2.009
N -2.643 3.049 1.731
C -1.846 1.974 2.161
C -2.255 0.959 3.021
C -1.350 -0.032 3.370
C -0.066 0.007 2.853
N 0.342 0.993 2.051
C -0.514 1.955 1.738
C -5.705 0.056 1.976
C -5.780 -1.188 1.372
H -4.557 -2.873 -1.350
H -6.181 -3.071 -0.684
H -4.785 -3.614 0.240
H -3.703 -0.648 -1.224
H -3.531 1.549 -0.157
H -5.758 2.637 2.431
H -2.131 3.858 1.423
H -3.250 0.955 3.444
H -1.641 -0.824 4.051
H 0.669 -0.754 3.098
H -0.125 2.762 1.121
H -6.289 0.266 2.866
H -6.422 -1.950 1.801
N 0.763 3.015 -3.320
C 0.414 1.566 -3.528
P -0.210 1.075 -1.868
O -1.469 1.832 -1.629
O 0.942 1.433 -0.947
C -0.482 -0.725 -1.937
N -0.629 -1.232 -0.550
H 1.722 3.024 -2.873
H 0.095 3.431 -2.669
H 0.784 3.559 -4.173
H 1.312 1.027 -3.818
H -0.364 1.465 -4.283
H 0.373 -1.210 -2.401
H -1.367 -0.901 -2.553
H 0.758 -1.104 0.058
H -0.883 -2.214 -0.547
H -1.345 -0.720 -0.042
```


# 2
2 unconnected molecules or ions with the total composition C2H2Cl2O2S in a non-equilibrium geometry, computed with the ωB97M-V functional and the def2-TZVPD basis.

The value obtained for the HOMO energy (alpha / beta) is -9.97 / -8.79 eV. Its energy is -42075.7787 eV. As for the orbital gap (alpha / beta): 9.2 / 7.0 eV. Its total charge is 0. The multiplicity is 1. The relative energy (zero: lowest compared OMol25 entry of this formula, charge and spin) is 518.6 kJ/mol.

Geometry as XYZ:
```
9
C2H2Cl2O2S | the Open Molecules 2025 dataset | the ωB97M-V functional and the def2-TZVPD basis
C -1.178 0.365 0.415
C 1.266 -0.211 -0.840
O -2.134 1.131 2.690
O 0.910 -1.096 -1.805
S -0.905 0.782 1.937
Cl 1.831 1.304 -1.245
Cl 2.086 -0.965 0.582
H -1.935 0.284 -0.201
H 0.059 -1.594 -1.532
```


# 3
2 unconnected molecules or ions with the total composition C3H8O2 in a non-equilibrium geometry, computed with the ωB97M-V functional and the def2-TZVPD basis.

The value obtained for the HOMO energy is -8.61 eV. Its energy is -7334.7331 eV. As for the orbital gap: 9.5 eV. Its total charge is 0. Its SMILES is C/C=C/O.O. The multiplicity is 1. The relative energy (zero: lowest compared OMol25 entry of this formula, charge and spin) is 127.1 kJ/mol.

Geometry as XYZ:
```
13
C3H8O2 | the Open Molecules 2025 dataset | the ωB97M-V functional and the def2-TZVPD basis
C -0.945 1.753 -0.335
C 0.393 1.201 0.062
C 0.693 -0.078 -0.141
O 1.846 -0.695 0.287
H -0.870 2.633 -0.981
H -1.561 1.019 -0.843
H -1.478 2.079 0.555
H 1.019 1.827 0.699
H 0.113 -0.634 -0.863
H 2.483 0.005 0.457
H -1.254 -3.469 0.238
H 0.210 -2.918 0.637
O -0.649 -2.724 0.228
```